176
Properties=species:S:1:pos:R:3:lowdin_charge:R:1 method="wB97M-V/def2-TZVPD" e_tot_ha=-7005.2706
O -12.48 -0.59 -0.27 -0.216
C 1.50 0.58 3.94 -0.132
H 2.60 4.63 -9.03 0.105
H -9.55 4.08 -11.81 0.125
H 9.27 5.62 5.18 0.086
H 1.90 -2.11 5.95 0.078
N 11.40 -8.83 1.84 -0.166
H 3.06 10.11 3.58 0.105
C -0.59 -6.49 13.99 -0.022
H -2.01 2.34 13.99 0.056
H 12.09 -10.72 1.02 0.080
H -0.38 -1.21 4.72 0.079
H -14.19 -3.50 -0.18 0.067
C 3.06 -11.71 2.55 -0.062
Cl -3.68 1.69 12.47 0.495
C 1.47 6.44 -4.94 -0.285
H -12.89 -1.71 1.41 0.111
H 2.74 -11.52 3.57 0.092
H 10.31 -10.59 1.25 0.078
C 11.84 4.78 4.82 -0.045
H 1.41 -1.15 -0.41 0.085
H -11.20 2.26 -11.51 0.082
O 1.16 -14.75 2.17 -0.034
H 2.80 7.31 -9.44 0.072
P -7.53 1.46 -11.69 0.488
H -7.29 0.12 0.83 0.070
C -9.44 3.27 -11.08 -0.273
C 10.53 -7.95 1.31 -0.364
O -11.15 -1.68 -2.29 -0.237
H 2.00 -0.43 6.15 0.066
C -10.02 1.06 -2.66 -0.364
H 4.15 -11.77 2.49 0.082
H -10.42 0.69 -3.60 0.121
H 11.31 -10.85 2.57 0.079
H -1.52 -6.54 13.42 0.081
H 4.21 -13.09 0.69 0.080
C 2.22 -1.21 5.42 -0.053
H -9.06 0.54 -2.63 0.102
H 7.52 5.16 -6.45 0.068
O -0.76 -10.13 14.40 -0.014
O 2.67 -3.04 3.03 -0.159
C 1.69 -13.70 2.61 -0.311
H 3.69 13.67 2.45 0.134
H -7.88 1.04 -0.47 0.070
H -1.88 -8.76 13.41 0.131
H 2.76 11.22 4.80 0.089
H -10.63 1.98 -9.82 0.081
H -6.08 1.28 -8.47 0.117
H 13.49 -8.62 1.59 0.084
H 12.65 -7.34 2.59 0.075
H -9.70 -0.66 -13.78 0.080
C 6.55 4.71 -6.25 -0.061
H 1.64 -7.27 14.76 0.092
H 11.99 5.13 3.80 0.087
C 0.20 5.67 -5.29 -0.076
H -8.52 -1.34 -1.38 0.107
C 3.58 10.84 4.20 -0.095
H -12.40 -3.22 -0.73 0.051
H 6.15 4.70 -7.27 0.052
C 1.42 1.21 2.53 -0.180
H -6.17 -0.87 -9.29 0.091
H -5.33 1.90 -9.88 0.115
H 5.95 11.15 3.02 0.084
O -10.02 -1.10 0.06 -0.195
P 3.26 5.16 -6.27 0.583
H 0.62 0.89 4.52 0.102
C -1.86 3.89 12.51 -0.607
H -7.36 -1.72 -12.94 0.119
H 13.14 -8.83 3.31 0.080
H 12.16 5.55 5.52 0.085
H -13.71 -2.61 -1.63 0.072
C -2.07 2.41 12.90 -0.622
C -13.42 -2.87 -0.61 -0.069
H -8.93 2.75 -3.46 0.085
O 2.54 3.83 -6.30 -0.256
H 0.48 4.62 -5.12 0.063
H 1.43 -2.56 0.56 0.081
C 3.27 13.01 3.23 -0.375
C -1.00 -8.97 14.05 -0.329
H -0.33 -1.24 3.03 0.065
H 5.50 12.43 1.90 0.081
C 3.14 -13.32 0.65 -0.039
H -8.14 -2.04 0.07 0.123
C -6.00 1.11 -9.55 -0.325
H 1.20 7.50 -4.94 0.115
H -8.80 0.76 0.82 0.085
H -10.66 3.05 -3.09 0.079
H 3.87 -0.94 -0.19 0.082
N 2.64 -12.97 1.98 -0.208
H -9.57 2.84 -1.76 0.077
N 2.49 -1.59 2.93 -0.081
H 4.65 -1.02 1.42 0.074
C 12.77 -8.40 2.38 -0.015
C 11.29 -10.30 1.63 -0.066
H 0.36 -1.27 1.12 0.062
H 0.43 1.12 2.10 0.096
H 8.41 4.20 4.75 0.088
H -5.09 -0.48 -10.72 0.079
H -0.22 5.93 -6.25 0.087
H -14.35 -1.33 0.47 0.100
C -8.71 -0.61 -14.23 -0.087
H -11.33 3.56 -10.22 0.076
N -0.22 -7.91 14.31 -0.216
H -8.79 3.49 -10.24 0.118
H 9.82 -8.40 0.59 0.135
C 2.47 0.53 1.60 -0.137
C -8.65 -1.16 -0.31 -0.259
H -8.63 -1.22 -15.13 0.080
H 2.18 0.86 0.60 0.103
H 4.29 10.54 4.97 0.102
C 0.94 -8.06 15.04 -0.091
H 0.20 -5.95 13.47 0.083
H 0.06 -2.72 3.99 0.087
C -13.30 -1.61 0.41 -0.182
O -10.76 0.77 -1.55 -0.167
C 5.78 5.76 -5.36 -0.246
H -6.62 -0.37 -13.84 0.120
C 2.47 -1.07 1.56 -0.490
C -7.51 -0.72 -13.33 -0.241
C 10.59 2.74 5.15 -0.341
H 2.79 -10.94 1.83 0.091
H 12.61 4.02 4.86 0.072
H 4.06 -2.42 0.72 0.070
C -5.39 -0.23 -9.70 -0.081
C 1.31 -1.48 0.63 -0.036
C 9.36 4.71 4.59 -0.055
H 3.29 -1.00 5.34 0.082
O 10.60 -6.76 1.54 0.000
H 2.19 1.18 4.54 0.103
H 3.19 -14.36 0.32 0.090
O 4.03 5.49 -7.76 -0.265
H 3.44 0.98 1.76 0.106
Cu 7.19 -3.39 4.50 0.280
H 1.96 6.19 -4.00 0.123
C -8.15 0.19 0.16 -0.080
H 5.61 6.74 -5.81 0.117
Cl -2.57 5.10 13.66 0.495
H 11.55 2.27 5.40 0.135
C 0.19 -1.64 3.90 -0.039
H 4.70 10.88 1.77 0.085
H -0.59 5.80 -4.55 0.074
O 9.56 2.06 4.94 -0.026
H -8.89 0.42 -14.53 0.074
C 1.58 -1.04 4.01 -0.438
O -7.33 1.31 -10.04 -0.199
C -9.75 2.53 -2.79 -0.066
H 3.04 6.26 -10.81 0.062
O 4.48 5.27 -5.18 -0.212
H 6.61 3.72 -5.79 0.082
C 3.81 -1.36 0.81 -0.055
C 3.60 5.06 -9.06 -0.229
C 3.39 6.46 -9.80 -0.068
H -2.24 4.23 11.54 0.064
O 2.28 13.26 3.82 0.049
O -8.91 2.24 -11.88 -0.208
O -6.38 2.10 -12.36 -0.252
H -1.34 1.73 12.46 0.064
C 5.12 11.59 2.49 -0.042
H 2.63 -12.77 -0.14 0.092
P -11.08 -0.78 -1.11 0.515
H -4.48 -0.14 -9.10 0.087
N 10.56 4.05 5.08 -0.177
H 1.43 -13.25 3.58 0.127
H -0.82 4.11 12.73 0.054
H -0.76 -5.92 14.91 0.084
H 4.43 6.77 -9.82 0.062
H 4.34 4.43 -9.56 0.118
O 2.39 6.50 -6.02 -0.197
H 9.41 4.99 3.54 0.091
H 0.59 -7.90 16.06 0.102
C -10.78 2.71 -10.61 -0.062
H 1.40 -9.05 15.07 0.097
H 1.59 2.29 2.48 0.101
O -7.85 -0.08 -12.07 -0.202
N 4.00 11.89 3.42 -0.217
H 6.34 5.79 -4.43 0.114

***

24
Properties=species:S:1:pos:R:3:lowdin_charge:R:1 method="wB97M-V/def2-TZVPD" e_tot_ha=-1061.2748 relative_energy_kj_mol=30.6 smiles="Cn1ccc2c(SCC(=O)O)ncnc21"
H 0.20 2.89 2.85 0.099
N -0.43 -2.46 0.91 0.137
C 0.73 -0.37 -1.73 -0.046
C 0.07 2.82 1.74 -0.423
H 1.09 0.59 -2.08 0.101
C 0.01 -1.95 -0.25 -0.209
H -0.62 -3.78 -3.17 0.083
S 1.21 1.76 0.91 0.980
C 0.49 0.12 0.83 -0.506
N 0.09 -0.42 1.98 0.060
H -0.81 -2.08 2.91 0.106
N -0.16 -2.35 -1.64 -0.073
H -1.73 -3.87 -1.72 0.121
C -0.39 -1.68 1.99 -0.184
O 0.40 5.21 2.08 0.089
C -0.04 4.26 1.22 -0.556
H 0.49 -1.39 -3.58 0.131
H 0.02 -4.41 -1.71 0.055
H 0.43 6.08 1.62 0.139
C 0.47 -0.68 -0.31 -0.181
C 0.39 -1.38 -2.50 -0.070
C -0.63 -3.67 -2.08 -0.040
H -0.91 2.27 1.65 0.103
O -0.38 4.50 0.08 0.081

***

185
Properties=species:S:1:pos:R:3:lowdin_charge:R:1 method="wB97M-V/def2-TZVPD" e_tot_ha=-13229.8010
H 23.93 24.57 17.07 0.061
O 22.87 12.45 11.70 0.073
C 13.10 18.42 18.79 -0.189
H 21.55 16.93 25.53 0.068
O 16.22 13.21 13.56 0.038
H 18.24 22.33 19.41 0.050
H 11.59 11.48 15.80 0.125
H 19.99 19.13 16.09 0.063
C 12.89 16.49 15.43 -0.040
H 23.63 19.20 21.13 0.052
C 20.80 21.98 14.18 -0.527
C 23.70 23.74 17.72 -0.631
Cl 21.68 16.83 21.80 0.588
H 16.65 8.75 19.40 0.096
H 22.02 14.96 11.47 0.083
H 20.56 15.75 23.54 0.055
H 14.76 17.99 23.58 0.130
H 20.78 11.51 14.70 0.095
C 18.82 14.08 21.07 -0.050
H 24.10 23.08 19.74 0.016
O 13.06 17.05 19.20 0.000
H 20.58 22.18 15.19 0.042
H 15.08 19.10 19.42 0.065
C 22.34 14.53 17.61 -0.224
C 13.33 16.85 20.50 -0.590
O 21.19 13.37 15.60 -0.064
H 15.02 21.15 14.07 0.152
O 12.42 15.33 14.68 -0.015
H 15.08 19.62 15.99 0.138
H 21.89 18.82 19.23 0.010
H 14.12 15.05 11.92 0.178
C 17.82 17.50 11.87 -0.652
H 13.96 14.06 19.69 0.094
O 24.03 12.12 9.79 0.015
H 22.30 15.24 16.80 0.069
Cl 16.96 21.54 21.17 0.533
Cl 19.31 21.07 13.57 0.623
C 15.04 14.94 12.51 -0.283
H 15.10 18.12 17.93 0.091
O 17.58 10.25 20.44 0.014
Cl 16.15 15.18 16.71 0.615
H 23.64 13.74 13.43 0.031
O 11.35 14.83 16.62 0.127
H 19.71 18.15 14.66 0.009
C 11.71 14.53 15.53 -0.582
H 17.22 11.71 17.33 0.047
Cl 25.21 20.51 19.99 0.573
F 15.16 16.20 13.08 0.014
H 14.45 19.77 17.94 0.064
H 25.26 16.20 14.29 -0.020
C 9.51 11.98 15.27 -0.055
H 20.89 15.05 10.04 0.092
H 25.00 20.38 17.12 -0.026
Cl 22.63 20.48 17.86 0.605
Cl 14.85 11.94 16.75 0.587
C 22.67 15.04 18.99 -0.084
O 21.03 13.96 17.79 0.024
C 16.97 13.67 12.51 -0.535
H 23.04 13.77 17.32 0.083
H 12.60 18.98 19.57 0.130
H 12.83 16.32 16.54 0.087
H 25.82 20.39 15.57 0.056
O 22.36 13.58 9.88 0.028
C 24.05 14.42 14.16 -0.645
H 8.76 12.70 15.62 0.084
H 17.36 17.42 12.83 0.034
H 17.48 16.64 11.27 0.069
H 16.93 12.59 15.83 0.046
F 16.43 18.65 14.90 0.052
C 14.52 18.87 18.53 -0.046
Cl 26.00 15.06 12.32 0.540
C 18.34 21.45 20.01 -0.652
H 15.90 10.37 19.12 0.066
O 16.38 12.15 20.70 0.090
H 20.97 22.84 13.55 0.067
O 16.79 17.62 23.87 0.070
H 15.82 18.26 22.18 0.114
H 19.76 18.39 12.33 0.032
Cl 17.28 19.00 11.08 0.592
H 10.88 12.68 16.74 0.118
C 16.58 12.44 16.85 -0.613
C 15.99 19.81 15.44 -0.380
Cl 23.31 17.99 24.53 0.538
Cl 23.48 22.01 14.52 0.592
C 16.03 20.83 14.37 -0.023
H 18.07 14.26 20.30 0.067
H 9.28 11.05 15.75 0.071
H 25.66 9.43 10.72 0.065
H 27.28 18.48 16.43 0.075
Cl 24.12 25.40 19.88 0.544
O 16.74 21.94 15.06 0.024
C 19.62 21.36 20.75 -0.653
H 22.34 15.55 23.70 0.071
C 15.56 16.07 22.51 -0.281
H 12.32 13.84 20.39 0.101
H 12.46 14.86 18.96 0.086
Cl 19.91 16.06 13.06 0.620
C 18.31 13.16 22.11 -0.232
O 13.67 17.73 21.22 0.124
H 24.04 9.63 11.41 0.067
H 23.49 18.47 18.54 0.024
C 23.52 19.83 20.24 -0.601
C 21.43 14.37 10.70 -0.039
H 12.52 18.42 17.85 0.121
H 17.28 13.43 22.40 0.116
C 15.61 17.62 23.03 -0.012
H 19.80 17.36 11.01 0.065
H 19.65 16.10 16.19 0.050
C 24.45 23.85 19.07 -0.677
Cl 25.05 13.43 15.30 0.569
C 25.05 11.39 10.54 -0.191
C 25.95 20.14 16.63 -0.710
O 17.94 13.14 12.16 0.206
C 23.07 12.73 10.54 -0.606
H 25.21 11.89 11.51 0.112
C 21.54 16.26 23.47 -0.653
C 22.91 19.18 19.07 -0.587
H 22.08 15.92 19.29 -0.013
H 22.56 14.28 19.81 0.103
H 14.12 13.26 13.59 0.119
C 19.34 17.11 16.51 -0.634
H 17.44 9.97 18.37 0.077
H 9.36 11.87 14.20 0.075
O 18.38 11.83 21.65 0.068
Cl 25.02 17.65 16.23 0.620
H 25.49 23.68 18.87 0.057
H 22.98 20.66 20.65 0.045
H 26.36 18.54 17.91 0.045
C 17.37 11.48 20.90 -0.608
Cl 21.84 17.74 15.64 0.569
Cl 21.93 23.88 18.07 0.498
H 19.69 13.68 20.57 0.084
C 16.71 13.74 17.65 -0.583
O 16.94 20.18 16.36 0.095
O 13.15 15.59 20.89 -0.010
H 20.96 18.15 24.33 0.075
C 17.27 21.54 16.24 -0.540
H 21.93 20.36 15.03 -0.016
O 16.52 15.42 23.29 0.067
C 21.66 17.31 24.53 -0.646
C 19.32 17.45 11.98 -0.553
C 17.28 16.39 24.04 -0.467
C 24.70 9.89 10.60 -0.051
O 18.28 16.07 24.62 0.139
C 14.94 13.93 13.65 -0.055
H 12.24 17.38 15.21 0.109
H 14.59 15.54 22.65 0.164
H 22.16 20.41 13.30 0.060
Cl 19.98 19.73 21.38 0.560
C 10.92 12.35 15.69 -0.233
H 13.85 16.75 15.02 0.055
C 20.47 13.30 16.80 -0.534
O 16.19 14.60 11.84 0.111
H 24.28 9.58 9.64 0.086
H 17.71 14.02 17.92 0.038
H 23.81 22.78 17.22 -0.029
Cl 27.26 21.12 17.36 0.563
H 24.15 16.24 13.07 0.059
F 15.93 15.95 21.21 0.060
C 24.78 15.54 13.57 -0.664
C 26.31 18.71 16.85 -0.643
H 18.96 13.16 22.97 0.128
H 23.67 15.50 18.91 0.080
C 20.08 18.11 15.68 -0.652
O 11.54 13.36 14.91 0.038
H 16.06 13.71 18.52 0.033
H 19.65 12.83 14.40 0.086
H 14.87 14.46 14.61 0.056
C 22.01 21.02 14.16 -0.614
C 12.99 14.55 19.89 0.004
H 16.67 20.47 13.57 0.068
H 23.12 14.68 14.66 0.053
C 16.82 9.82 19.25 -0.002
O 17.88 22.11 17.05 0.207
H 25.94 11.54 9.92 0.123
H 18.15 20.56 19.37 0.070
H 18.97 15.05 21.57 0.077
H 18.27 17.30 16.46 0.038
O 19.41 12.75 16.96 0.117
H 21.30 12.80 13.64 0.077
H 20.74 13.69 11.17 0.073
H 20.44 21.56 20.06 0.042
C 20.71 12.56 14.53 -0.021
H 19.78 22.19 21.43 0.082
Cl 19.75 17.19 18.26 0.611

***

97
Properties=species:S:1:pos:R:3:lowdin_charge:R:1 method="wB97M-V/def2-TZVPD" e_tot_ha=-2924.1913 total_charge=+3
H 2.67 1.90 0.64 0.058
C 1.34 -4.82 2.43 -0.060
H 1.61 -5.14 3.45 0.114
H -0.56 1.07 -4.22 0.063
N -2.02 -0.49 -1.04 0.098
C 1.39 1.68 4.99 -0.004
Sn -0.24 -0.11 0.85 1.078
H -1.55 -2.97 3.17 0.068
H 3.36 1.80 5.92 0.133
H -1.45 -4.63 2.51 0.079
C 0.95 2.05 -1.65 -0.215
O -3.39 -0.40 3.51 0.114
C -2.56 -0.25 2.74 -0.028
H -2.34 2.65 -2.21 0.043
C 0.48 -3.55 2.54 -0.667
H -2.17 -2.19 -3.89 0.080
C -1.91 -1.22 -4.35 -0.057
H -0.80 -4.27 4.12 0.114
H 1.01 4.24 -1.93 0.065
C -1.80 4.62 0.60 -0.078
C 1.32 4.69 -0.97 -0.052
C 3.00 -0.64 -2.97 0.032
C 1.45 0.74 -1.82 -0.335
H -0.40 -2.25 -1.95 0.042
H -1.41 4.17 -2.20 0.091
C -2.49 -0.53 -2.13 -0.030
H -2.06 -1.34 -5.45 0.116
H 1.99 1.10 -3.85 0.140
C -2.53 0.01 -3.62 -0.458
C 1.45 3.64 0.16 -0.638
H 2.26 -3.40 -0.24 0.111
C 3.02 -1.45 -1.83 0.012
H 0.82 -5.66 1.96 0.073
H 0.78 -5.47 -0.32 0.093
H 0.68 -1.62 3.59 0.054
Cl 5.12 0.72 3.94 0.774
C 2.06 0.37 -3.04 0.030
C 2.68 0.60 2.81 -0.175
C 1.93 -2.43 0.18 -0.259
H -0.82 -1.13 -4.19 0.079
H -1.83 2.24 -3.87 0.058
C -4.03 0.40 -3.82 -0.035
C -0.65 -3.79 -0.42 -0.648
C -2.18 3.59 -1.68 -0.088
H -0.72 -5.71 0.65 0.083
H 2.64 -2.28 1.02 0.103
P -0.01 2.44 -0.17 1.105
H -2.80 5.09 0.61 0.117
H 0.83 2.09 5.82 0.133
H -0.87 -3.85 -2.57 0.110
H 0.60 5.50 -0.76 0.091
H -3.12 4.15 -1.76 0.119
C 0.72 1.29 3.84 -0.167
P 0.24 -2.70 0.87 1.049
H 1.15 3.36 2.27 0.061
H 0.49 2.45 -2.51 0.073
C -0.92 -3.87 3.10 -0.066
H 3.18 0.17 1.95 0.103
N 1.24 -0.25 -0.87 -0.035
H -1.10 5.36 0.19 0.072
H 3.63 3.43 0.31 0.118
C 1.20 -2.58 3.50 -0.090
H -1.53 4.41 1.65 0.088
H -3.93 2.99 0.28 0.119
C 2.76 2.82 0.03 -0.064
H -0.76 -5.82 -1.11 0.115
H -2.81 2.27 1.45 0.066
H 2.98 2.53 -1.00 0.087
H -1.87 1.31 -5.29 0.123
C -0.24 -3.33 -1.83 -0.083
C -1.85 3.33 -0.22 -0.600
H -2.44 -2.55 -0.46 0.028
H -4.42 0.97 -2.95 0.086
H 2.32 5.10 -1.17 0.114
H 3.74 -2.25 -1.73 0.142
H 2.23 -2.39 3.18 0.082
H 1.24 -3.04 4.50 0.115
C -1.65 1.21 -4.20 -0.044
H 2.32 4.63 1.80 0.108
H 0.81 -3.57 -2.06 0.093
H 0.55 4.94 1.66 0.076
N 1.33 0.75 2.77 -0.076
C 2.78 1.52 5.05 -0.023
H -4.63 -0.52 -3.83 0.099
C 2.04 -1.32 -0.86 -0.337
C 3.42 0.97 3.94 -0.635
C -2.16 -3.58 -0.23 -0.082
H 2.28 -4.63 1.88 0.090
H -0.38 1.40 3.78 0.106
H -3.05 1.49 -0.14 0.041
C -2.96 2.45 0.38 -0.101
C 1.34 4.18 1.57 -0.073
H -2.69 -4.25 -0.93 0.114
H -4.28 1.09 -4.65 0.106
C -0.30 -5.28 -0.27 -0.064
H -2.49 -3.82 0.79 0.079
H 3.76 -0.73 -3.74 0.140